# 1
179
Properties=species:S:1:pos:R:3 method="wB97M-V/def2-TZVPD" e_tot_ev=-108199.108 homo_energy_ev=-5.2 total_charge=-1
Cl 0.849 -2.025 -0.005
O 2.040 -1.289 -0.411
O 0.882 -2.111 1.439
O -0.355 -1.316 -0.374
O 0.875 -3.295 -0.664
C -0.150 2.875 3.507
O 0.346 2.671 2.220
C -0.490 1.808 1.450
C -0.126 2.079 -0.002
N 1.281 1.763 -0.283
C 1.636 2.274 -1.590
C 3.072 1.956 -1.986
O 3.963 2.469 -1.021
C 5.292 2.242 -1.438
H -0.160 1.958 4.111
H -1.145 3.325 3.597
H 0.522 3.568 4.020
H -1.524 2.144 1.597
H -0.313 0.784 1.792
H -0.294 3.146 -0.184
H -0.752 1.580 -0.759
H 1.311 0.747 -0.359
H 1.480 3.357 -1.627
H 1.026 1.852 -2.414
H 3.240 2.427 -2.969
H 3.185 0.889 -2.222
H 5.529 1.177 -1.512
H 5.934 2.750 -0.718
H 5.490 2.722 -2.407
C -6.287 6.960 -4.699
O -5.660 5.979 -3.909
C -5.935 6.117 -2.536
C -4.876 5.378 -1.720
N -5.036 3.927 -1.694
C -3.972 3.362 -0.871
C -3.853 1.872 -1.092
O -3.417 1.628 -2.406
C -2.934 0.304 -2.583
H -7.271 7.245 -4.323
H -6.286 6.665 -5.746
H -5.667 7.871 -4.680
H -6.915 5.708 -2.263
H -5.916 7.172 -2.238
H -4.931 5.777 -0.704
H -3.904 5.687 -2.132
H -4.886 3.596 -2.643
H -3.993 3.591 0.195
H -2.956 3.734 -1.100
H -4.814 1.384 -0.880
H -3.111 1.504 -0.373
H -2.458 0.147 -3.546
H -3.814 -0.339 -2.458
H -2.219 0.064 -1.789
C 2.359 -3.791 -6.370
O 2.423 -2.639 -5.584
C 1.241 -2.455 -4.808
C 1.449 -1.271 -3.889
N 1.713 -0.003 -4.552
C 0.555 0.553 -5.240
C 0.877 1.885 -5.898
O 1.783 1.641 -6.966
C 1.638 2.563 -8.025
H 1.502 -3.817 -7.052
H 2.398 -4.728 -5.806
H 3.239 -3.791 -7.017
H 1.056 -3.346 -4.198
H 0.414 -2.286 -5.506
H 2.311 -1.456 -3.237
H 0.671 -1.234 -3.120
H 2.430 -0.152 -5.255
H -0.248 0.712 -4.518
H 0.212 -0.106 -6.050
H 1.333 2.540 -5.146
H -0.033 2.359 -6.277
H 0.610 2.563 -8.397
H 2.307 2.268 -8.834
H 1.963 3.556 -7.694
C 2.713 -2.070 9.005
O 3.989 -1.516 8.697
C 4.037 -1.080 7.345
C 3.797 -2.123 6.266
N 2.417 -2.165 5.785
C 2.230 -3.111 4.662
C 0.756 -3.503 4.662
O 0.388 -4.031 5.924
C -1.005 -4.235 6.003
H 2.662 -2.143 10.092
H 2.665 -3.089 8.609
H 1.907 -1.436 8.630
H 5.054 -0.719 7.174
H 3.379 -0.213 7.217
H 4.146 -3.115 6.595
H 4.494 -1.856 5.464
H 1.895 -2.614 6.534
H 2.872 -3.998 4.755
H 2.465 -2.638 3.708
H 0.639 -4.281 3.897
H 0.155 -2.617 4.452
H -1.308 -5.111 5.420
H -1.528 -3.387 5.549
H -1.299 -4.362 7.041
C 6.644 2.634 2.376
O 5.525 1.957 1.901
C 5.485 0.614 2.342
C 4.302 -0.097 1.733
N 2.947 0.443 2.001
C 2.630 0.408 3.425
C 3.067 1.628 4.270
O 3.181 2.791 3.485
C 3.584 3.875 4.258
H 7.577 2.272 1.921
H 6.732 2.626 3.471
H 6.570 3.689 2.097
H 5.484 0.627 3.443
H 6.402 0.068 2.070
H 4.380 -1.131 2.120
H 4.367 -0.207 0.650
H 2.397 -0.328 1.628
H 3.013 -0.477 3.958
H 1.546 0.299 3.517
H 4.010 1.428 4.797
H 2.287 1.788 5.029
H 2.868 4.140 5.058
H 3.671 4.723 3.580
H 4.512 3.727 4.834
C -1.956 -1.351 2.885
O -2.813 -0.259 3.187
C -3.991 -0.311 2.410
C -4.907 0.834 2.750
N -4.223 2.096 2.594
C -5.008 3.285 2.883
C -4.046 4.466 2.901
O -3.272 4.372 4.093
C -2.441 5.490 4.250
H -2.370 -2.249 3.363
H -1.018 -1.104 3.379
H -1.779 -1.498 1.819
H -4.497 -1.269 2.619
H -3.733 -0.360 1.344
H -5.325 0.717 3.759
H -5.715 0.785 2.010
H -3.257 2.110 2.880
H -5.546 3.225 3.836
H -5.685 3.373 2.027
H -4.624 5.399 2.921
H -3.342 4.462 2.064
H -1.712 5.612 3.443
H -1.836 5.366 5.153
H -3.018 6.401 4.442
C -4.660 -2.721 -4.428
O -3.353 -3.072 -4.873
C -3.339 -4.122 -5.835
C -3.487 -5.497 -5.205
N -2.262 -6.051 -4.571
C -1.608 -5.073 -3.711
C -0.447 -5.632 -2.937
O -0.861 -6.594 -1.995
C 0.127 -6.852 -1.020
H -5.083 -2.007 -5.134
H -4.483 -2.249 -3.460
H -5.269 -3.598 -4.198
H -2.379 -3.987 -6.336
H -4.109 -3.990 -6.603
H -3.797 -6.194 -5.990
H -4.284 -5.533 -4.450
H -2.658 -6.764 -3.967
H -2.332 -4.654 -2.997
H -1.193 -4.242 -4.282
H 0.142 -4.815 -2.503
H 0.279 -6.099 -3.625
H -0.286 -7.578 -0.328
H 0.375 -5.929 -0.478
H 1.082 -7.131 -1.483
C 3.671 -4.599 -2.380
O 4.869 -5.351 -2.422
H 3.648 -3.934 -1.518
H 3.630 -3.910 -3.232
H 2.753 -5.190 -2.365
H 4.994 -5.737 -3.290

# 2
172
Properties=species:S:1:pos:R:3 method="wB97M-V/def2-TZVPD" e_tot_ev=-133636.694 homo_energy_ev=-10.9 total_charge=+1
Zn 3.519 -5.571 4.713
C 1.063 -1.466 0.208
O 0.078 -0.590 0.826
O 1.514 -2.284 1.254
C 0.642 -2.088 -1.256
F 0.297 -1.106 -2.059
F 1.563 -2.869 -1.840
F -0.437 -2.892 -1.071
C -0.035 0.792 0.470
C -0.969 1.477 1.457
H -0.992 2.553 1.283
H -1.982 1.096 1.330
H -0.627 1.278 2.473
H -0.476 0.908 -0.520
H 0.891 1.362 0.539
H 1.901 -0.858 -0.136
C 3.878 2.569 -7.387
C 4.525 3.952 -7.445
C 5.621 3.923 -8.535
O 3.621 4.973 -7.855
H 4.491 1.721 -7.083
H 3.514 2.314 -8.382
H 2.955 2.559 -6.807
H 5.015 4.115 -6.485
H 6.080 4.883 -8.772
H 5.237 3.546 -9.482
H 6.398 3.264 -8.148
H 3.473 4.820 -8.791
C 1.315 -10.786 1.279
C 0.663 -9.373 1.574
C -0.805 -9.370 1.365
O 1.071 -8.932 2.844
H 1.075 -11.009 0.239
H 0.902 -11.533 1.957
H 2.404 -10.834 1.255
H 1.183 -8.675 0.918
H -1.229 -10.207 1.920
H -1.000 -9.469 0.297
H -1.131 -8.396 1.731
H 0.599 -9.481 3.474
C 0.933 6.007 10.240
C 0.651 5.823 8.722
C 1.890 6.217 8.005
O 0.440 4.461 8.560
H 0.099 5.660 10.849
H 1.105 7.029 10.579
H 1.809 5.403 10.476
H -0.173 6.385 8.283
H 2.782 5.763 8.437
H 2.079 7.283 7.879
H 1.715 5.764 7.029
H 0.545 4.155 7.657
C -1.329 12.035 4.778
C -2.001 11.463 3.484
C -2.286 9.963 3.513
O -3.237 12.090 3.427
H -1.510 13.092 4.978
H -0.261 11.816 4.764
H -1.451 11.441 5.684
H -1.300 11.700 2.683
H -2.639 9.442 2.623
H -3.024 9.754 4.287
H -1.404 9.384 3.786
H -3.629 12.093 4.304
C 2.698 8.480 -2.674
C 1.276 8.889 -3.079
C 1.265 10.238 -3.817
O 0.775 7.863 -3.934
H 3.123 9.053 -1.849
H 3.358 8.664 -3.521
H 2.674 7.463 -2.282
H 0.496 8.889 -2.317
H 0.214 10.438 -4.027
H 1.851 10.300 -4.735
H 1.724 10.971 -3.154
H 1.402 7.639 -4.625
C -3.700 4.016 -5.711
C -4.887 4.523 -4.946
C -5.363 3.645 -3.820
O -4.466 5.678 -4.329
H -3.451 4.845 -6.373
H -4.070 3.200 -6.332
H -2.985 3.605 -4.998
H -5.770 4.729 -5.552
H -4.534 3.286 -3.211
H -5.908 2.794 -4.230
H -6.083 4.184 -3.204
H -3.555 5.568 -4.047
C -11.347 4.672 5.805
C -10.164 3.941 5.260
C -8.762 4.481 5.509
O -10.156 2.550 5.550
H -11.279 4.794 6.886
H -12.250 4.124 5.533
H -11.439 5.664 5.363
H -10.415 3.930 4.199
H -8.770 5.538 5.246
H -7.986 3.992 4.920
H -8.559 4.621 6.571
H -9.713 2.383 6.385
C -2.549 -8.441 -6.372
C -1.110 -8.148 -6.735
C -0.188 -8.913 -5.856
O -0.866 -8.507 -8.136
H -2.850 -8.290 -5.336
H -2.716 -9.495 -6.594
H -3.274 -8.040 -7.080
H -0.909 -7.114 -6.455
H -0.337 -8.666 -4.805
H 0.820 -8.868 -6.269
H -0.425 -9.974 -5.935
H -0.478 -9.385 -8.154
C -7.845 -5.029 -1.675
C -8.094 -3.866 -0.729
C -6.834 -3.041 -0.560
O -9.212 -3.125 -1.239
H -8.724 -5.541 -2.065
H -7.054 -5.623 -1.217
H -7.474 -4.645 -2.626
H -8.480 -4.413 0.131
H -6.194 -3.611 0.113
H -6.981 -2.026 -0.191
H -6.296 -2.907 -1.499
H -9.581 -2.706 -0.458
C -2.109 -3.105 6.103
C -0.823 -2.662 6.895
C -1.156 -2.211 8.313
O -0.043 -3.811 7.116
H -1.834 -3.244 5.057
H -2.929 -2.387 6.119
H -2.426 -4.026 6.591
H -0.397 -1.903 6.238
H -0.320 -1.803 8.880
H -1.621 -3.003 8.899
H -1.853 -1.373 8.292
H -0.440 -4.244 7.875
C 4.823 -4.436 -12.225
C 3.947 -5.261 -11.268
C 4.170 -4.941 -9.796
O 2.682 -4.847 -11.711
H 4.620 -3.367 -12.280
H 4.758 -4.723 -13.274
H 5.872 -4.430 -11.929
H 4.234 -6.284 -11.512
H 3.919 -3.898 -9.603
H 5.201 -4.986 -9.447
H 3.620 -5.643 -9.169
H 2.723 -3.911 -11.501
C 9.231 -6.624 1.409
C 7.727 -6.569 1.021
C 7.403 -7.543 -0.160
O 6.883 -7.019 2.114
H 9.560 -7.428 2.068
H 9.363 -5.771 2.075
H 9.907 -6.519 0.561
H 7.555 -5.516 0.797
H 6.366 -7.393 -0.459
H 7.584 -8.600 0.035
H 7.948 -7.305 -1.073
H 7.199 -7.909 2.283
C 5.228 0.481 5.635
C 6.201 -0.646 5.453
C 7.689 -0.319 5.918
O 5.688 -1.836 6.066
H 5.007 0.538 6.701
H 4.249 0.341 5.177
H 5.620 1.413 5.228
H 6.441 -0.801 4.401
H 8.182 -1.285 5.819
H 7.625 0.035 6.947
H 8.135 0.465 5.306
H 5.393 -1.506 6.918

no.,molar mass (Da)
1,1063.8
2,989.7